99
Properties=species:S:1:pos:R:3:forces:R:3:mulliken_charge:R:1 method="wB97M-V/def2-TZVPD" de_lowest_ev=1.294 total_charge=+3 homo_lumo_gap_ev="7.98 / 5.50" lumo_energy_ev="-7.86 / -10.50" multiplicity=5
Pd 0.300 0.263 0.093 0.2 0.8 0.9 0.100
O -1.215 0.275 7.634 0.3 0.3 0.1 -0.409
C -2.026 -0.505 7.370 0.0 0.0 0.0 0.912
O -2.818 -1.291 7.074 -0.3 -0.3 -0.1 -0.389
C -1.615 0.137 4.524 0.0 0.0 0.0 -1.327
C -0.573 0.995 4.310 0.0 -0.1 0.0 -0.455
C -0.027 0.936 3.033 0.1 0.1 -0.2 0.654
N -0.523 0.119 2.097 -0.4 0.1 0.1 0.630
C -1.583 -0.653 2.344 0.1 -0.1 -0.2 0.652
C -2.177 -0.696 3.601 0.0 0.0 0.1 -0.500
C -2.168 -1.350 1.166 0.1 0.1 0.1 0.634
C -3.026 -2.427 1.302 0.0 0.0 0.0 -0.169
C -3.691 -2.905 0.183 0.0 0.0 0.0 -1.068
C -3.504 -2.261 -1.028 0.0 0.0 0.0 -0.620
C -2.585 -1.229 -1.084 0.0 0.1 0.0 -1.204
N -1.892 -0.796 -0.028 0.1 -0.1 -0.2 -0.272
C 1.073 1.834 2.595 -0.2 0.0 0.0 0.756
C 1.894 2.483 3.501 0.0 0.1 0.0 -0.687
C 2.833 3.389 3.032 0.0 0.0 0.1 -0.971
C 2.905 3.631 1.672 0.0 0.0 -0.1 -0.868
C 2.071 2.919 0.828 -0.1 0.0 0.1 -0.174
N 1.182 2.022 1.268 0.4 -0.1 0.0 -0.190
H -0.224 1.688 5.063 0.0 0.0 0.0 0.578
H -3.044 -1.306 3.814 0.0 0.0 0.0 0.519
H -3.182 -2.885 2.269 0.0 0.0 0.0 0.429
H -4.365 -3.747 0.264 0.0 0.0 0.0 0.511
H -4.057 -2.550 -1.910 0.0 0.0 0.0 0.495
H -2.419 -0.695 -2.013 0.0 0.0 0.0 1.373
H 1.797 2.290 4.560 0.0 0.0 0.0 0.463
H 3.487 3.907 3.721 0.0 0.0 0.0 0.492
H 3.592 4.358 1.261 0.0 0.0 0.0 0.532
H 2.096 3.097 -0.236 0.1 0.0 -0.1 0.488
F -3.069 -2.406 -8.440 0.0 0.0 0.1 -0.276
C -2.385 -2.210 -7.326 -0.1 0.0 -0.1 0.134
C -1.005 -2.108 -7.403 0.1 0.0 0.0 -0.720
C -0.289 -1.883 -6.242 -0.1 -0.1 0.1 -0.395
C -0.964 -1.802 -5.016 -0.2 0.2 -0.2 0.346
C -2.364 -1.892 -4.973 0.1 0.0 -0.1 -0.304
C -3.082 -2.114 -6.129 0.0 0.0 0.0 -0.580
Sb 0.081 -1.574 -3.240 0.2 -0.5 -0.2 1.659
C -0.199 -3.424 -2.291 -0.1 -0.1 0.2 0.176
C -0.065 -3.600 -0.913 0.0 0.0 0.0 0.680
C -0.245 -4.853 -0.354 0.0 0.0 0.0 -0.694
C -0.572 -5.910 -1.189 0.0 -0.1 0.0 0.182
F -0.764 -7.108 -0.650 0.0 0.0 0.0 -0.310
C -0.710 -5.764 -2.557 0.0 0.1 -0.1 -0.919
C -0.532 -4.506 -3.112 0.0 0.0 0.1 -0.859
C 2.088 -1.508 -3.746 0.3 0.2 0.0 0.154
C 2.985 -2.365 -3.100 0.0 0.0 -0.1 -0.529
C 4.335 -2.302 -3.401 -0.1 0.0 0.0 -0.742
C 4.763 -1.365 -4.328 0.1 0.0 0.0 0.172
F 6.058 -1.284 -4.598 0.0 0.0 0.0 -0.317
C 3.896 -0.498 -4.978 0.0 0.0 0.0 -0.836
C 2.550 -0.561 -4.668 0.0 -0.1 0.0 -0.264
H -0.516 -2.208 -8.362 0.0 0.0 0.0 0.497
H 0.789 -1.822 -6.296 0.0 0.0 0.0 0.489
H -2.900 -1.812 -4.036 0.0 0.0 0.0 0.034
H -4.159 -2.207 -6.130 0.0 0.0 0.0 0.521
H 0.183 -2.772 -0.257 0.0 0.0 -0.1 -0.262
H -0.139 -5.029 0.708 0.0 0.0 0.0 0.579
H -0.948 -6.624 -3.167 0.0 0.0 0.0 0.507
H -0.647 -4.385 -4.181 0.0 0.0 0.0 0.551
H 2.636 -3.100 -2.385 0.0 0.0 0.0 0.506
H 5.054 -2.970 -2.946 0.0 0.0 0.0 0.555
H 4.286 0.199 -5.707 0.0 0.0 0.0 0.539
H 1.867 0.122 -5.161 0.0 0.0 0.0 0.702
N 4.073 0.041 2.129 0.0 -0.1 0.0 -0.150
C 2.971 -0.700 2.290 -0.2 0.0 -0.2 -0.119
S 2.153 -1.246 0.851 0.1 -0.1 -0.2 -0.030
N 2.608 -0.988 3.529 -0.1 -0.1 0.2 0.083
C 1.583 -1.821 4.112 0.2 0.2 -0.2 0.809
C 1.420 -1.648 5.481 -0.1 0.0 0.1 -0.823
C 0.513 -2.430 6.176 0.0 0.0 -0.1 -0.845
C -0.234 -3.388 5.502 0.0 0.0 0.0 -0.941
C -0.060 -3.551 4.136 0.0 0.0 0.0 -0.483
C 0.847 -2.773 3.425 0.0 -0.1 0.0 -0.067
H 4.414 0.183 1.192 0.0 0.0 0.0 0.192
H 4.729 0.198 2.880 0.0 0.0 0.0 0.244
H 3.206 -0.593 4.246 0.0 0.0 0.0 0.326
H 2.014 -0.915 6.016 0.0 0.0 0.0 0.341
H 0.408 -2.301 7.245 0.0 0.0 0.0 0.614
H -0.926 -4.018 6.043 0.0 0.0 0.0 0.466
H -0.618 -4.316 3.612 0.0 0.0 0.0 0.493
H 0.995 -2.938 2.370 0.0 0.0 0.0 0.345
N 3.353 4.598 -4.891 0.0 0.0 0.1 -0.323
C 3.836 3.932 -3.823 0.0 0.0 -0.1 0.107
O 4.951 4.063 -3.374 0.1 0.0 0.0 -0.569
C 2.909 2.942 -3.145 0.0 0.0 0.0 0.617
C 1.529 3.067 -3.067 0.0 0.0 -0.1 -0.857
C 0.817 2.147 -2.315 -0.1 0.0 0.0 -1.179
N 1.404 1.143 -1.650 -0.2 -0.2 -0.1 1.748
C 2.735 1.006 -1.752 0.0 0.0 0.0 -0.380
C 3.512 1.882 -2.478 0.1 0.0 0.0 -0.851
H 3.954 5.271 -5.343 0.0 0.0 0.0 0.267
H 2.419 4.483 -5.239 0.0 0.0 0.0 0.172
H 0.996 3.881 -3.540 0.0 0.0 0.0 0.522
H -0.260 2.230 -2.224 0.0 0.0 0.0 0.403
H 3.173 0.171 -1.219 0.0 0.0 0.0 0.366
H 4.588 1.776 -2.518 0.0 0.0 0.0 0.607